No. 1
Formula: C7H16N2O2
Source: the Open Molecules 2025 dataset
Level of theory: ωB97M-V with the def2-TZVPD basis set

Element x y z (Å)
1 O -3.398 1.079 -0.271
2 O 2.459 -2.469 -0.325
3 N -1.149 0.624 0.039
4 N 1.869 -1.026 -1.981
5 C -2.529 0.602 0.423
6 C -0.870 0.575 -1.359
7 C -0.351 1.600 0.863
8 C 2.562 -1.388 -0.858
9 C 0.330 0.758 1.947
10 C -2.835 -0.358 1.548
11 C 3.411 -0.238 -0.325
12 H -2.208 -1.238 1.442
13 H 2.745 0.485 0.147
14 H 0.365 1.995 0.158
15 H -0.472 -0.402 -1.661
16 H -1.046 2.295 1.326
17 H 3.915 -0.653 0.550
18 H -2.452 0.170 2.428
19 H -1.663 0.450 -2.108
20 H 0.768 -0.106 1.439
21 H 4.148 0.138 -1.026
22 H -3.879 -0.628 1.611
23 H -0.154 1.269 -1.799
24 H 1.128 -1.512 -2.447
25 H 2.167 -0.166 -2.394
26 H 1.278 1.076 2.411
27 H -0.306 0.521 2.785

Results
ΔE to the lowest compared entry with this formula, charge and spin = 133.6 kJ/mol
HOMO level = -8.812 eV
HOMO-LUMO gap = 0.347 Ha

=====

No. 2
Formula: C47H68BCl3N11O11S2SbW
Source: the Open Molecules 2025 dataset
Level of theory: ωB97M-V with the def2-TZVPD basis set

Element x y z (Å)
1 W -0.670 1.196 0.150
2 Sb 2.156 1.672 -0.115
3 Cl -0.482 -7.647 6.905
4 Cl 0.943 -9.135 0.058
5 Cl 1.452 -5.972 2.221
6 S -0.588 4.324 0.213
7 S 2.621 -7.122 -1.361
8 O -0.662 2.787 1.038
9 O -3.692 3.108 -6.591
10 O -0.146 6.539 -3.039
11 O -0.326 2.730 -1.413
12 O -2.709 5.032 -6.661
13 O -1.798 -7.048 0.447
14 O -0.407 5.781 -1.083
15 O 1.051 0.340 -2.757
16 O -1.168 0.490 -1.526
17 O -2.777 0.077 -2.996
18 O -2.969 1.226 0.012
19 N -1.943 0.888 -2.554
20 N -2.968 3.970 -6.144
21 N -0.473 5.607 -2.368
22 N -2.158 -1.497 0.182
23 N -2.563 -3.662 0.550
24 N 0.258 -0.514 1.022
25 N -4.739 0.243 -1.034
26 N -4.626 0.318 1.250
27 N 0.208 -1.283 2.128
28 N -1.636 0.888 2.334
29 N -0.954 0.491 3.435
30 C -2.217 2.181 4.086
31 C 3.520 -1.018 -1.263
32 C 0.193 -0.455 -4.926
33 C 0.527 -2.529 1.825
34 C -1.524 -5.894 1.230
35 C 1.768 2.036 2.909
36 C -2.501 2.430 -4.286
37 C -2.473 -3.503 -0.801
38 C -3.099 5.133 0.945
39 C -4.074 0.591 0.060
40 C -1.614 4.673 -4.230
41 C 5.132 0.432 -0.136
42 C -2.404 4.299 -0.126
43 C -1.388 -7.141 -0.919
44 C 0.790 -2.616 0.465
45 C -2.759 -4.928 1.237
46 C -2.243 -6.920 3.410
47 C 4.606 3.620 -0.993
48 C -1.274 1.242 4.482
49 C -0.810 5.502 1.602
50 C 0.293 -6.755 4.493
51 C 0.058 -6.868 -1.212
52 C 2.365 4.340 -1.812
53 C 3.295 3.163 -1.603
54 C -2.215 -2.186 -1.017
55 C 0.598 -1.341 -0.005
56 C 1.082 -7.688 -0.830
57 C -2.027 -7.341 4.708
58 C -1.038 3.123 -2.446
59 C -2.338 3.686 -4.846
60 C 4.159 2.390 2.395
61 C -2.374 -2.436 1.092
62 C -1.031 4.458 -2.967
63 C 3.713 -0.109 -0.052
64 C -1.822 2.150 -3.101
65 C -2.125 6.223 1.371
66 C -0.761 -7.214 5.263
67 C 2.743 2.662 1.917
68 C 1.891 -5.763 -2.113
69 C 0.905 -0.795 -3.632
70 C -1.219 -6.386 2.631
71 C 0.063 -6.383 3.178
72 C 3.534 -0.891 1.259
73 C 2.493 4.162 1.835
74 C -2.414 1.917 2.747
75 C 0.540 -5.758 -1.959
76 C 3.546 2.462 -2.928
77 B -0.172 -0.829 3.551
78 H 0.740 2.233 2.625
79 H 3.524 -1.961 1.051
80 H 2.612 -1.607 -1.222
81 H -1.997 6.968 0.586
82 H 0.814 -0.658 4.203
83 H 3.285 4.681 1.300
84 H -0.108 -4.999 -2.374
85 H 1.293 1.080 -3.325
86 H 4.337 1.328 2.542
87 H -3.067 2.420 2.057
88 H 2.624 -0.653 1.804
89 H 0.049 6.168 1.614
90 H -1.528 5.645 -4.695
91 H -5.616 -0.244 -0.968
92 H 2.507 -5.049 -2.635
93 H -3.091 1.676 -4.784
94 H -3.576 -5.468 0.754
95 H -4.127 0.548 2.092
96 H 1.286 -6.698 4.915
97 H 2.636 2.370 -3.522
98 H 0.761 0.277 -5.505
99 H -2.831 -7.771 5.287
100 H -4.021 5.558 0.549
101 H 1.090 -3.485 -0.086
102 H 5.814 -0.400 0.052
103 H 2.139 4.868 -0.886
104 H -3.230 -7.020 2.975
105 H -2.467 6.726 2.274
106 H 0.663 -0.965 -1.012
107 H -2.713 3.256 -0.135
108 H -3.046 -4.695 2.260
109 H 5.354 0.821 -1.127
110 H -2.435 -2.259 2.154
111 H 4.362 -1.716 -1.286
112 H 5.354 2.835 -0.994
113 H -2.005 -6.493 -1.553
114 H -0.806 -0.063 -4.742
115 H -5.511 -0.153 1.324
116 H 4.242 3.078 -3.503
117 H 1.931 2.468 3.901
118 H 4.285 2.882 3.363
119 H -4.245 0.212 -1.921
120 H -1.614 -8.178 -1.168
121 H 1.933 0.962 2.994
122 H -0.820 1.074 5.443
123 H 4.913 2.792 1.723
124 H 4.491 3.994 0.019
125 H -0.832 4.888 2.503
126 H -3.348 4.524 1.815
127 H 0.084 -1.356 -5.528
128 H 2.840 5.058 -2.488
129 H -2.684 2.938 4.689
130 H 2.453 4.573 2.848
131 H -0.655 -5.356 0.841
132 H 1.549 4.378 1.348
133 H 5.333 1.196 0.606
134 H 0.584 -3.288 2.583
135 H 3.544 -0.450 -2.190
136 H 4.374 -0.697 1.924
137 H -0.904 -1.661 4.012
138 H -2.111 -1.706 -1.967
139 H -2.571 4.738 -1.103
140 H 0.337 -1.547 -3.078
141 H 1.440 4.012 -2.278
142 H 4.011 1.488 -2.798
143 H 4.989 4.440 -1.605
144 H 1.896 -1.206 -3.846
145 H -2.642 -4.304 -1.497

Results
ΔE to the lowest compared entry with this formula, charge and spin = 334.4 kJ/mol
charge = +2
HOMO level (alpha / beta) = -12.219 / -12.220 eV
spin multiplicity = 3
HOMO-LUMO gap (alpha / beta) = 0.202 / 0.200 Ha

=====

No. 3
Formula: C4H6Cl4O
Source: the Open Molecules 2025 dataset
Level of theory: ωB97M-V with the def2-TZVPD basis set

Element x y z (Å)
1 Cl -30.012 -3.071 -15.206
2 Cl -28.048 -4.867 -16.303
3 Cl -30.123 -5.883 -14.587
4 Cl -28.004 -4.254 -13.490
5 O -22.200 -4.562 -13.982
6 C -23.331 -4.618 -13.564
7 C -24.494 -4.978 -14.453
8 C -23.674 -4.327 -12.128
9 C -29.055 -4.507 -14.902
10 H -25.093 -4.100 -14.697
11 H -25.134 -5.706 -13.953
12 H -22.786 -4.079 -11.551
13 H -24.127 -5.218 -11.684
14 H -24.113 -5.405 -15.379
15 H -24.393 -3.509 -12.059

Results
ΔE to the lowest compared entry with this formula, charge and spin = 15.1 kJ/mol
HOMO level = -9.647 eV
HOMO-LUMO gap = 0.359 Ha

=====

No. 4
Formula: C51H81IN10O6
Source: the Open Molecules 2025 dataset
Level of theory: ωB97M-V with the def2-TZVPD basis set

Element x y z (Å)
1 I -6.899 6.073 0.011
2 O 0.480 3.868 0.203
3 O -1.205 8.850 3.363
4 O -2.484 4.537 3.934
5 O -5.603 8.867 0.183
6 O -6.075 2.655 3.313
7 O -3.414 9.818 1.531
8 N -6.924 -3.829 -2.142
9 N 7.062 2.148 -0.032
10 N 3.473 -6.741 -3.298
11 N 2.876 1.361 1.968
12 N 9.473 -9.177 -3.515
13 N -1.568 6.642 3.959
14 N 5.478 -2.942 -3.864
15 N 0.818 -1.697 -0.554
16 N -6.430 -3.486 1.844
17 N -5.542 0.839 0.814
18 C -8.988 -3.386 1.340
19 C -5.026 -0.078 1.284
20 C -7.564 -3.456 1.640
21 C 8.252 -4.768 -2.806
22 C 2.720 -6.126 -3.919
23 C -2.517 5.685 3.551
24 C 5.650 1.713 -2.184
25 C -0.131 3.712 1.476
26 C -3.761 8.505 1.670
27 C 3.698 1.819 2.632
28 C 5.747 -9.426 -3.649
29 C -4.549 5.772 1.958
30 C -8.817 -1.014 0.443
31 C 6.356 -9.199 -5.027
32 C 6.729 -4.956 -2.779
33 C 1.469 -1.025 3.064
34 C 4.553 2.776 -2.331
35 C -4.898 4.335 2.115
36 C -6.274 -2.076 -3.956
37 C 4.659 1.916 4.913
38 C 2.376 -3.185 -3.402
39 C -6.238 4.801 4.239
40 C 6.451 1.939 -0.987
41 C -3.467 6.321 2.622
42 C -3.086 7.619 2.489
43 C 2.759 -1.033 2.252
44 C 1.602 -1.118 0.065
45 C -2.769 -0.924 1.738
46 C 8.814 -4.638 -4.216
47 C -5.414 -0.979 -3.311
48 C 0.732 4.344 2.528
49 C -0.172 6.201 4.049
50 C -5.327 3.856 3.497
51 C 4.745 2.401 3.460
52 C 2.299 -3.847 -4.771
53 C 3.609 2.778 -1.137
54 C 6.027 -3.834 -3.384
55 C 8.693 -9.534 -4.284
56 C 3.340 2.285 5.581
57 C -9.261 -2.445 0.162
58 C -4.279 -1.187 1.854
59 C -5.240 6.663 1.118
60 C 1.802 -5.303 -4.697
61 C 7.675 -9.956 -5.238
62 C -6.138 -0.240 -2.191
63 C 0.413 5.846 2.680
64 C -6.662 -3.081 -2.978
65 C 2.588 -0.401 0.866
66 C -1.875 7.841 3.285
67 C -2.308 -0.771 0.293
68 C -4.870 8.010 0.971
69 H -5.970 5.839 4.118
70 H -5.120 -0.274 -4.091
71 H 8.574 -5.515 -4.817
72 H -6.396 -0.914 -1.373
73 H -2.479 9.895 1.313
74 H 3.141 1.802 -1.003
75 H 3.085 -3.695 -2.753
76 H -0.254 6.139 1.883
77 H -2.513 -0.024 2.302
78 H -5.686 4.051 1.448
79 H -8.752 -2.829 -0.721
80 H -9.329 -4.399 1.125
81 H 0.815 -5.351 -4.236
82 H 8.067 -9.782 -6.241
83 H 4.144 3.021 -0.219
84 H 1.726 -5.744 -5.691
85 H -2.239 -1.754 2.207
86 H -9.319 -0.605 1.322
87 H -5.250 8.881 -0.714
88 H 3.533 -0.480 2.785
89 H -10.331 -2.457 -0.056
90 H -6.233 4.552 5.287
91 H -7.183 -1.648 -4.383
92 H 6.530 -8.135 -5.183
93 H 6.318 1.714 -3.045
94 H 3.184 3.366 5.573
95 H 6.434 -5.857 -3.317
96 H 1.633 -1.450 4.053
97 H -4.583 -1.308 2.893
98 H 6.369 -5.059 -1.756
99 H 4.795 0.834 4.937
100 H -0.134 5.345 4.697
101 H 5.489 2.353 5.468
102 H 3.118 -2.057 2.140
103 H 4.646 3.487 3.416
104 H 1.765 4.259 2.229
105 H 0.583 3.802 3.448
106 H 1.402 -3.180 -2.909
107 H 5.555 -10.487 -3.479
108 H -0.185 3.672 -0.462
109 H 2.815 3.514 -1.252
110 H -4.498 -1.426 -2.923
111 H -9.049 -0.367 -0.403
112 H -7.059 0.221 -2.553
113 H -1.236 -0.616 0.239
114 H 9.898 -4.541 -4.188
115 H -2.793 0.083 -0.185
116 H 0.387 6.992 4.519
117 H 8.709 -5.622 -2.307
118 H -1.098 4.202 1.475
119 H 5.014 3.759 -2.442
120 H -4.558 -2.094 1.326
121 H 1.322 6.413 2.565
122 H 5.705 2.139 3.013
123 H -9.511 -3.039 2.233
124 H -7.744 -0.952 0.614
125 H 0.692 -1.616 2.576
126 H 4.806 -8.888 -3.563
127 H -4.476 3.605 4.106
128 H 3.530 -0.403 0.316
129 H 5.650 -9.519 -5.794
130 H -5.474 2.015 2.917
131 H -5.511 0.547 -1.776
132 H 6.404 -9.068 -2.854
133 H 1.092 -0.009 3.193
134 H -0.310 2.664 1.686
135 H 8.413 -3.759 -4.723
136 H 2.496 1.817 5.074
137 H -4.029 3.763 1.810
138 H 2.707 -2.153 -3.496
139 H 3.327 1.954 6.618
140 H 7.523 -11.030 -5.122
141 H 3.278 -3.827 -5.250
142 H -2.541 -1.665 -0.287
143 H 4.001 2.581 -3.251
144 H 2.261 0.639 0.959
145 H -7.247 4.632 3.899
146 H 8.514 -3.880 -2.227
147 H -5.732 -2.574 -4.760
148 H 5.206 0.720 -2.106
149 H 1.619 -3.280 -5.409

Results
HOMO level = -9.091 eV
HOMO-LUMO gap = 0.313 Ha

=====

Quick rundown of energy, same order as above: -14592.630 -157009.314 -56382.046 -89484.256 eV